This record from the OMol25 dataset describes 2 unconnected molecules or ions with the total composition H5N2OP. The level of theory is ωB97M-V/def2-TZVPD.

The geometry in ORCA input format:
```
! wB97M-V def2-TZVPD RIJCOSX def2/J DEFGRID3
* xyz 0 1
N 0.23730 2.40127 -0.96915
N -1.62252 -2.00752 0.90635
O 1.23176 1.64882 -0.59600
P 1.88931 0.37114 -1.13915
H -0.54521 -1.91096 0.75203
H 0.32151 3.27730 -0.33000
H -2.05300 -1.08873 0.81665
H -1.95499 -2.79862 0.34026
H 2.49583 0.10730 0.21901
*
```

Its relative energy (zero: lowest compared OMol25 entry of this formula, charge and spin) is 145.86 kcal/mol. The value obtained for the energy is -528.9280 hartree. The HOMO energy (alpha / beta) comes out at -9.5 / -8.4 eV.